Molecular formula: C6H15N4
Method: DFT, ωB97M-V with the def2-TZVPD basis set

Positions of all 25 atoms, in Å:
C: -1.10 -1.62 1.76
C: 0.04 -0.61 1.69
C: 1.03 -0.86 0.55
C: 0.48 -0.53 -0.84
C: 1.51 -0.90 -1.90
N: 0.29 0.91 -0.88
N: -0.29 1.50 -1.98
C: -0.59 1.43 0.48
N: -1.17 2.57 0.25
N: -0.52 0.74 1.57
H: -1.72 -1.59 0.87
H: -1.73 -1.43 2.62
H: -0.69 -2.63 1.86
H: 0.59 -0.64 2.64
H: 1.91 -0.25 0.71
H: 1.33 -1.91 0.58
H: -0.46 -1.07 -1.04
H: 2.43 -0.34 -1.75
H: 1.14 -0.70 -2.90
H: 1.73 -1.96 -1.84
H: 0.42 1.90 -2.59
H: -0.91 0.88 -2.51
H: -1.65 3.13 0.94
H: -1.09 2.90 -0.72
H: -0.99 1.08 2.41

The charge is +1. The value obtained for the gap between HOMO and LUMO is 10.890 eV. Its LUMO energy is -2.79 eV. As for the spin multiplicity: 1. For the energy relative to the best compared isomer or geometry (same formula, charge and spin), the calculation gives 0.0 kcal/mol. The calculation puts the max |F| at 4.91 eV Å⁻¹.

Here are the natural (NBO) charges for atoms 1 to 2, given in e: -0.62 -0.04